Entry 1:
# C35H61Br16O7P

9 unconnected molecules or ions with the total composition C35H61Br16O7P (wB97M-V/def2-TZVPD, the OMol25 dataset).

Properties
LUMO energy = 0.21 eV
Electronic energy = -1181588.9968 eV
Kohn-Sham gap = 9.0 eV
SMILES string = CCCCCCCC[C@@]1(O)OC(=O)O[C@@]1(Cc1ccc(C)cc1)P(=O)(O)O.BrCCBr.BrCCBr.BrCCBr.BrCCBr.BrCCBr.BrCCBr.BrCCBr.BrCCBr
Energy above the lowest of the compared OMol25 structures with the same formula, charge and spin = 118.4 kJ/mol

Each line ends with the Mulliken charge.
Positions of all 120 atoms, in Å:
C (5.8588, -2.5474, 1.1468)  -1.296
C (6.3684, -1.1223, 0.8286)  0.158
C (5.1789, -0.2005, 0.4241)  -0.655
C (5.6266, 1.2667, 0.5617)  0.409
C (4.4944, 2.3400, 0.5003)  -0.959
C (3.0823, 1.7747, 0.2994)  -0.061
C (2.0094, 2.8662, 0.4512)  0.090
C (0.5987, 2.3592, 0.0509)  -0.944
C (0.0193, 1.4162, 1.0755)  0.120
O (0.6128, 0.1283, 1.1507)  -0.825
O (0.0573, 1.8334, 2.4273)  -0.436
C (-0.6605, 0.8299, 3.0451)  0.350
O (-0.4421, 0.2978, 4.1000)  -0.576
O (-1.7434, 0.5652, 2.2242)  -0.324
C (-1.5277, 1.1395, 0.9018)  2.270
C (-1.7552, 0.2532, -0.3308)  -1.915
C (-2.6340, -0.9729, -0.1516)  0.105
C (-2.3964, -1.9831, 0.7376)  -0.131
C (-3.2308, -3.0585, 0.8805)  -0.448
C (-4.3622, -3.1264, 0.1051)  0.756
C (-5.3010, -4.3097, 0.3445)  -0.730
C (-4.6045, -2.1405, -0.8251)  -0.711
C (-3.7481, -1.0777, -0.9494)  -1.242
P (-2.6574, 2.5926, 0.9852)  0.789
O (-2.5535, 3.5192, -0.1321)  -0.771
O (-4.1246, 1.9327, 1.0424)  -0.612
O (-2.4294, 3.2776, 2.4226)  -0.462
H (4.9209, -2.7740, 0.6287)  0.287
H (6.5901, -3.2791, 0.7951)  0.364
H (5.6557, -2.6786, 2.2097)  0.332
H (6.7341, -0.7188, 1.7768)  -0.146
H (7.1254, -1.1071, 0.0446)  0.382
H (4.8450, -0.4500, -0.5877)  0.296
H (4.3701, -0.4800, 1.1063)  0.290
H (6.2205, 1.3700, 1.4690)  -0.457
H (6.2921, 1.4671, -0.2798)  0.172
H (4.4938, 2.9145, 1.4322)  0.360
H (4.7294, 3.0517, -0.2977)  0.171
H (2.9752, 1.2905, -0.6770)  0.322
H (2.9257, 1.0851, 1.1302)  0.294
H (1.9307, 3.1703, 1.4967)  0.648
H (2.2300, 3.7177, -0.1968)  -0.877
H (-0.0485, 3.2415, 0.0245)  0.297
H (0.5724, 1.9253, -0.9517)  0.477
H (1.1275, -0.0295, 0.3518)  0.566
H (-0.8221, -0.0360, -0.8151)  0.463
H (-2.2794, 0.8881, -1.0524)  0.377
H (-1.4981, -1.8771, 1.3554)  0.980
H (-2.9968, -3.8139, 1.6155)  0.477
H (-4.8138, -5.2370, 0.0719)  0.284
H (-5.5678, -4.2877, 1.4057)  0.348
H (-6.2246, -4.1477, -0.1912)  0.069
H (-5.4571, -2.1141, -1.5216)  -0.303
H (-3.9049, -0.2842, -1.6725)  0.345
H (-4.2162, 1.3646, 1.8225)  0.446
H (-3.0205, 2.8686, 3.0686)  0.371
Br (-4.8552, -8.2703, -1.5638)  -0.171
C (-4.1055, -7.3563, -3.1124)  -0.608
C (-2.7683, -6.7416, -2.7994)  -0.112
Br (-2.9675, -5.1117, -1.7558)  0.012
H (-4.8419, -6.6252, -3.4320)  0.373
H (-4.0042, -8.1250, -3.8762)  0.407
H (-2.2624, -6.4373, -3.7147)  -0.216
H (-2.1169, -7.4009, -2.2337)  0.328
Br (8.0646, 1.0625, 3.4032)  -0.153
C (9.7989, 1.5142, 2.6414)  -0.568
C (9.7505, 2.8290, 1.9105)  -0.604
Br (8.8815, 2.6260, 0.1853)  -0.115
H (10.0904, 0.6857, 2.0037)  0.378
H (10.4770, 1.5706, 3.4906)  0.344
H (10.7553, 3.1830, 1.6892)  0.352
H (9.2107, 3.5981, 2.4538)  0.376
Br (1.8223, 7.9681, -2.7336)  -0.163
C (1.0691, 7.0138, -1.2109)  -0.241
C (1.9696, 7.1088, -0.0081)  -0.507
Br (3.4973, 5.9149, -0.1732)  -0.092
H (0.8942, 5.9920, -1.5339)  0.075
H (0.1144, 7.4965, -1.0137)  0.335
H (1.4475, 6.7769, 0.8879)  0.175
H (2.3621, 8.1076, 0.1544)  0.456
Br (-3.4221, 6.2410, 4.6256)  -0.173
C (-3.9773, 7.0274, 2.9327)  -0.594
C (-3.0976, 6.5772, 1.7988)  -0.036
Br (-1.3802, 7.4973, 1.8136)  -0.149
H (-3.9758, 8.1041, 3.0704)  0.396
H (-4.9981, 6.6840, 2.7793)  0.388
H (-3.5480, 6.8321, 0.8419)  0.406
H (-2.8833, 5.5147, 1.8214)  -0.257
Br (-2.6377, -4.2993, 6.7760)  -0.162
C (-0.8975, -3.8985, 5.9991)  -0.625
C (-0.8915, -2.5579, 5.3136)  -0.691
Br (-1.7915, -2.6261, 3.5908)  0.135
H (-0.6567, -4.7174, 5.3287)  0.352
H (-0.2038, -3.9021, 6.8375)  0.402
H (0.1268, -2.2485, 5.0893)  0.344
H (-1.3812, -1.7820, 5.8924)  0.410
Br (-10.0391, -4.1613, 0.2113)  -0.133
C (-10.2643, -3.0563, -1.3741)  -0.560
C (-9.3432, -3.4907, -2.4819)  -0.629
Br (-7.5154, -2.9028, -2.1528)  0.023
H (-10.1012, -2.0279, -1.0679)  0.366
H (-11.3035, -3.1855, -1.6692)  0.342
H (-9.6315, -3.0262, -3.4230)  0.349
H (-9.3103, -4.5683, -2.6082)  0.376
Br (-0.1356, -5.9533, -5.2073)  -0.108
C (1.5297, -6.8377, -4.7256)  -0.564
C (1.2974, -7.9547, -3.7435)  -0.610
Br (0.9780, -7.2718, -1.9497)  -0.127
H (2.1945, -6.0694, -4.3442)  0.377
H (1.9274, -7.2276, -5.6603)  0.342
H (2.1846, -8.5788, -3.6596)  0.350
H (0.4443, -8.5740, -4.0024)  0.374
Br (2.2346, 3.9709, -3.2312)  0.013
C (1.6720, 4.7580, -4.9201)  -0.522
C (2.5204, 4.2744, -6.0651)  -0.643
Br (4.2607, 5.1444, -6.0815)  -0.141
H (1.7065, 5.8352, -4.7892)  0.213
H (0.6384, 4.4434, -5.0520)  0.378
H (2.0603, 4.5358, -7.0158)  0.376
H (2.7027, 3.2049, -6.0347)  0.365


Entry 2:
# C35H61Br4F2N5O21S2

11 unconnected molecules or ions with the total composition C35H61Br4F2N5O21S2 (wB97M-V/def2-TZVPD, the OMol25 dataset).

Properties
LUMO energy = 4.06 eV
Electronic energy = -394981.7422 eV
Charge = -4
Kohn-Sham gap = 1.0 eV

Each line ends with the Mulliken charge.
Positions of all 130 atoms, in Å:
C (-2.2642, -2.8711, -1.0555)  -1.422
C (-2.4144, -2.5175, 0.4649)  -0.291
N (-1.2809, -1.5378, 0.9236)  0.198
C (0.1562, -2.0861, 0.5813)  -1.267
C (-1.4652, -0.1510, 0.1314)  -0.208
C (-0.2850, 0.8041, 0.0393)  -1.429
C (-1.4502, -1.2778, 2.4703)  -0.875
C (-0.2572, -0.5483, 3.2249)  -0.593
O (0.9156, -1.2045, 3.0503)  -0.184
C (1.9423, -0.8899, 4.0013)  -0.934
H (-3.2211, -3.2512, -1.4131)  0.359
H (-1.6193, -3.7476, -1.1180)  0.450
H (-2.0354, -2.1089, -1.8003)  0.399
H (-2.3077, -3.3457, 1.1655)  0.484
H (-3.3615, -2.0262, 0.6881)  0.409
H (-0.0058, -2.2070, -0.4898)  0.650
H (0.3447, -3.0402, 1.0735)  0.365
H (0.9267, -1.3206, 0.6732)  0.336
H (-2.3494, 0.3216, 0.5590)  0.369
H (-1.7285, -0.2878, -0.9174)  0.347
H (0.4448, 0.4470, -0.6873)  0.382
H (0.2567, 1.0722, 0.9464)  0.255
H (-0.6320, 1.7717, -0.3232)  0.458
H (-1.5814, -2.2834, 2.8700)  0.538
H (-2.3988, -0.7592, 2.6093)  0.442
H (-0.6672, -0.4703, 4.2318)  0.477
H (-0.3106, 0.4944, 2.9117)  0.318
H (2.1402, 0.1753, 4.1210)  0.361
H (2.8767, -1.2210, 3.5482)  0.271
H (1.6682, -1.3604, 4.9456)  0.289
C (-1.6528, -4.8521, -7.9522)  -0.853
C (-1.7247, -3.5161, -7.6971)  0.342
C (-0.8482, -2.9150, -6.6139)  0.526
O (-0.7318, -1.6406, -6.4447)  -0.786
C (-0.0130, -3.6276, -5.8003)  -0.759
C (0.1598, -5.0873, -6.0519)  0.584
C (-0.7845, -5.7308, -7.1870)  0.462
O (-0.7291, -6.9135, -7.1422)  -0.649
O (1.0538, -5.8144, -5.6335)  -0.683
O (-2.7023, -2.8048, -8.2570)  -0.831
H (-2.2583, -5.2555, -8.7504)  0.383
H (0.6481, -3.1723, -5.0778)  0.411
C (1.4254, -8.4745, 0.5251)  -0.695
C (0.5632, -8.1603, 1.5900)  0.445
C (-0.9135, -7.9437, 1.4559)  0.390
O (-1.7437, -7.8806, 2.4659)  -0.853
C (-1.5426, -8.0462, 0.2770)  -0.825
C (-0.6860, -8.4283, -0.9244)  0.512
C (0.8830, -8.6031, -0.7080)  0.524
O (1.4820, -9.1840, -1.6142)  -0.735
O (-1.0598, -8.7253, -2.0511)  -0.670
O (1.1976, -8.0620, 2.7214)  -0.830
H (2.4784, -8.6237, 0.7130)  0.370
H (-2.6146, -7.9387, 0.2016)  0.391
N (-5.0534, 1.5116, -5.2189)  -0.227
S (-5.0951, 2.9381, -4.5750)  1.050
O (-4.4953, 3.1059, -3.2308)  -0.576
O (-6.0868, 3.8853, -5.0060)  -0.598
F (-3.9330, 3.3476, -5.5676)  -0.300
S (-6.3791, 1.0873, -4.2385)  1.117
O (-7.6404, 1.7489, -4.4040)  -0.582
O (-6.0970, 0.5543, -2.9214)  -0.580
F (-6.7748, -0.3089, -4.9617)  -0.304
C (3.1288, 6.1310, 4.4883)  -0.653
N (3.9554, 6.2319, 5.7195)  0.817
O (5.0066, 5.6514, 5.6820)  -0.525
O (3.5524, 6.7880, 6.7148)  -0.547
H (2.1966, 6.6832, 4.6075)  0.310
H (3.0979, 5.0461, 4.3873)  0.261
H (3.7776, 6.5137, 3.7004)  0.270
C (6.3937, 1.6772, -1.6308)  -0.724
N (5.4316, 1.8987, -0.5012)  0.772
O (5.2225, 3.0295, -0.1211)  -0.505
O (5.2331, 0.9215, 0.2031)  -0.473
H (7.2958, 1.2190, -1.2254)  0.293
H (6.6308, 2.6078, -2.1465)  0.310
H (6.0132, 0.9844, -2.3814)  0.301
C (2.6840, 2.7088, -7.3478)  -0.654
N (3.1698, 1.9784, -6.1473)  0.790
O (4.1429, 1.3044, -6.3272)  -0.506
O (2.7966, 2.3918, -5.0234)  -0.489
H (1.6147, 2.7374, -7.1380)  0.297
H (2.8239, 2.0830, -8.2292)  0.301
H (3.0840, 3.7130, -7.4879)  0.249
Br (7.6652, -7.4792, 7.0492)  -0.135
C (5.9314, -6.5757, 6.8770)  -0.646
C (5.6511, -5.5940, 8.0366)  -0.505
Br (5.7896, -6.5888, 9.6948)  -0.153
H (5.2013, -7.3665, 6.7049)  0.402
H (5.9606, -5.9857, 5.9609)  0.349
H (4.6007, -5.3220, 7.9328)  0.341
H (6.3802, -4.7893, 8.1318)  0.346
Br (-3.6783, -2.4942, 7.4814)  -0.188
C (-2.7392, -3.9997, 8.4181)  -0.552
C (-1.2398, -4.0134, 8.0665)  -0.672
Br (-0.2987, -5.4809, 9.1441)  -0.167
H (-3.2206, -4.9654, 8.2637)  0.410
H (-2.7084, -3.6783, 9.4592)  0.344
H (-0.7741, -3.0416, 8.2303)  0.400
H (-1.0735, -4.2332, 7.0119)  0.420
C (-3.0853, 5.6165, 3.3644)  -1.036
C (-4.0542, 4.6500, 2.5497)  -0.296
O (-3.9633, 3.4098, 3.2355)  -0.256
C (-4.9019, 3.3641, 4.3901)  -0.301
C (-6.3762, 3.0820, 4.0291)  -1.063
H (-3.0672, 6.5365, 2.7802)  0.380
H (-3.3907, 5.7835, 4.3974)  0.294
H (-2.0903, 5.1778, 3.4398)  0.232
H (-5.0637, 5.0541, 2.4740)  0.177
H (-3.7698, 4.7050, 1.4989)  0.378
H (-4.6158, 2.5582, 5.0660)  0.311
H (-4.8261, 4.2709, 4.9901)  0.236
H (-6.7611, 3.9112, 3.4355)  0.299
H (-6.8773, 3.0779, 4.9971)  0.363
H (-6.6264, 2.1393, 3.5426)  0.272
C (2.9583, 8.5381, -7.4525)  -1.155
C (1.9526, 8.0745, -6.4879)  -0.252
O (2.3237, 8.0004, -5.0546)  -0.333
C (1.4243, 7.2832, -4.2273)  -0.120
C (2.2089, 6.9073, -3.0128)  -1.240
H (3.0114, 9.6117, -7.6331)  0.273
H (3.9635, 8.2285, -7.1663)  0.345
H (2.9589, 7.9569, -8.3746)  0.351
H (1.0522, 8.6760, -6.6123)  0.297
H (1.5407, 7.1173, -6.8074)  0.297
H (0.5103, 7.8485, -4.0452)  0.280
H (1.2421, 6.3597, -4.7768)  0.277
H (2.7024, 7.7362, -2.5054)  0.324
H (3.0109, 6.2257, -3.2961)  0.278
H (1.5416, 6.3648, -2.3430)  0.376